Arrangement P

One molecule with the formula C5H3NO. Source: OMol25; level of theory: ωB97M-V/def2-TZVPD.

Each line ends with the natural charge from an NBO analysis.
CARTESIAN COORDINATES (ANGSTROEM)
C1 1.5489 0.7828 -0.1552  -0.32
C2 1.1551 -0.4036 0.1778  0.18
C3 0.0018 -0.8856 0.7135  -0.25
C4 0.0462 0.7565 0.3208  0.14
O1 -0.9697 0.8781 -0.6208  -0.36
N1 -1.5954 -0.3536 -0.9135  -0.10
C5 -1.0403 -1.2846 -0.2307  -0.02
H1 2.3821 1.4657 -0.1899  0.27
H2 -0.1007 1.3366 1.2313  0.23
H3 -1.4280 -2.2923 -0.3332  0.23

**HOMO level**: -0.31274 Ha
**Kohn-Sham gap**: 9.2 eV

=====

Arrangement Q

One molecule with the formula C5H3NO. Source: OMol25; level of theory: ωB97M-V/def2-TZVPD.

Each line ends with the natural charge from an NBO analysis.
CARTESIAN COORDINATES (ANGSTROEM)
C1 2.3331 -0.1668 0.4594  -0.18
C2 1.1877 -0.4125 0.1766  -0.05
C3 -0.1821 -0.8506 -0.1244  -0.57
C4 -1.3404 0.1538 -0.2073  0.51
O1 -2.4657 -0.2084 -0.4580  -0.44
C5 -1.1220 1.6110 -0.0450  0.16
N1 -1.1035 2.7682 -0.0204  -0.23
H1 3.3475 0.0711 0.7128  0.24
H2 -0.1662 -1.3529 -1.1005  0.28
H3 -0.4883 -1.6128 0.6069  0.28

**HOMO level**: -0.39730 Ha
**SMILES string**: C#CCC(=O)C#N
**Kohn-Sham gap**: 10.2 eV

=====

The computed energies, referenced to the most stable structure and given in eV, are arrangement P 4.358; arrangement Q 0.000.

=====

Arrangement P

One molecule with the formula C5H3NO. Source: OMol25; level of theory: ωB97M-V/def2-TZVPD.

Each line ends with the natural charge from an NBO analysis.
CARTESIAN COORDINATES (ANGSTROEM)
N1 -2.5312 2.2524 0.3030  -0.29
C1 -2.1004 1.2008 0.0816  0.26
C2 -1.4616 -0.0783 0.1123  -0.40
C3 -0.2001 0.0053 0.4469  0.31
C4 1.1032 0.0579 0.4697  -0.43
C5 1.6947 -0.7313 -0.6522  0.41
O1 1.0202 -1.3336 -1.4545  -0.51
H1 -2.0163 -1.0104 0.0455  0.28
H2 1.7013 0.4763 1.2737  0.26
H3 2.7903 -0.8390 -0.6261  0.13

**HOMO level**: -0.37361 Ha
**SMILES string**: N#CC=C=CC=O
**Kohn-Sham gap**: 9.5 eV

=====

Arrangement Q

One molecule with the formula C5H3NO. Source: OMol25; level of theory: ωB97M-V/def2-TZVPD.

Each line ends with the natural charge from an NBO analysis.
CARTESIAN COORDINATES (ANGSTROEM)
C1 -1.3607 0.3375 -0.0538  0.08
C2 -0.6661 1.0866 -0.7383  -0.11
C3 0.7141 1.1800 -1.0438  -0.02
N1 1.4658 0.1240 -0.9293  -0.11
O1 0.7143 -1.0075 -0.5323  -0.39
C4 0.1381 -0.9647 0.7139  0.23
C5 -1.2071 -0.7628 0.8274  -0.34
H1 1.2330 2.0641 -1.3991  0.23
H2 0.8370 -0.9401 1.5437  0.19
H3 -1.8684 -1.1172 1.6116  0.24

**HOMO level**: -0.32731 Ha
**SMILES string**: C1#CC=NOC=C1
**Kohn-Sham gap**: 8.6 eV

=====

Arrangement R

One molecule with the formula C5H3NO. Source: OMol25; level of theory: ωB97M-V/def2-TZVPD.

Each line ends with the natural charge from an NBO analysis.
CARTESIAN COORDINATES (ANGSTROEM)
C1 2.4449 -0.6476 -0.2230  -0.20
C2 1.2867 -0.3196 -0.1548  -0.03
C3 -0.0693 0.1240 -0.0628  -0.45
C4 -1.0955 -0.7246 0.0130  0.58
N1 -2.0633 -1.4477 -0.0073  -0.57
C5 -0.4297 1.5596 -0.0495  0.43
O1 -1.5650 1.9659 0.0592  -0.53
H1 3.4695 -0.9416 -0.2909  0.24
H2 -2.4133 -1.8090 0.8766  0.41
H3 0.4351 2.2406 -0.1605  0.13

**HOMO level**: -0.33521 Ha
**SMILES string**: C#CC(=C=N)C=O
**Kohn-Sham gap**: 9.4 eV

=====

Arrangement S

One molecule with the formula C5H3NO. Source: OMol25; level of theory: ωB97M-V/def2-TZVPD.

Each line ends with the natural charge from an NBO analysis.
CARTESIAN COORDINATES (ANGSTROEM)
C1 2.2260 -1.4141 0.0698  -0.20
C2 1.3058 -0.7286 -0.3168  -0.06
C3 -0.1268 -0.0118 -0.1562  0.04
C4 -1.4678 -0.4298 -0.1494  -0.05
C5 -2.8322 -0.3995 0.1299  -0.20
N1 -0.1157 1.3071 0.0149  -0.04
O1 1.2099 1.7428 0.0121  -0.53
H1 2.7819 -2.2928 0.5771  0.27
H2 -4.0005 -0.5303 -0.1320  0.28
H3 1.0194 2.7570 -0.0495  0.49

**HOMO level**: -0.33170 Ha
**SMILES string**: C#CC(C#C)=NO
**Kohn-Sham gap**: 8.7 eV

=====

The computed energies, referenced to the most stable structure and given in eV, are arrangement P 0.000; arrangement Q 3.721; arrangement R 0.225; arrangement S 5.734.